Entry 1:
DFT (wB97M-V/def2-TZVPD) results for a molecular structure, C46H56N3O4ReSeTe.

Its spin multiplicity is 2. As for the relative energy (zero: lowest compared OMol25 entry of this formula, charge and spin): 0.0 kJ/mol. As for the highest occupied orbital energy (alpha / beta): -9.93 / -9.92 eV. The value obtained for the gap between HOMO and LUMO (alpha / beta) is 5.77 / 4.93 eV. Its total charge is +1. The LUMO energy (alpha / beta) is -4.2 / -5.0 eV. As for the electronic energy: -4999.2833 hartree.

Cartesian coordinates (Å):
Re 0.82 -1.57 0.23
C -5.21 3.10 1.51
C -3.94 3.54 0.76
C -4.30 3.77 -0.70
C -3.42 4.86 1.35
C -2.87 2.46 0.93
C -2.32 1.78 -0.15
C -1.37 0.81 0.08
Se -0.63 -0.23 -1.34
C 0.90 0.80 -1.92
C 0.78 1.66 -3.00
C 1.91 2.31 -3.49
C 3.13 2.03 -2.88
C 3.29 1.16 -1.80
C 2.13 0.54 -1.32
O 2.20 -0.31 -0.24
C 4.66 0.91 -1.17
C 4.63 1.36 0.30
C 5.77 1.70 -1.87
C 5.03 -0.58 -1.27
C 1.77 3.27 -4.67
C 3.10 3.91 -5.06
C 0.79 4.39 -4.30
C 1.22 2.50 -5.88
C -0.97 0.46 1.36
O -0.09 -0.57 1.53
C -1.48 1.13 2.48
C -2.42 2.12 2.21
C -1.02 0.82 3.90
C 0.50 1.03 3.99
C -1.68 1.74 4.93
C -1.38 -0.63 4.28
H -5.98 3.87 1.41
H -5.60 2.17 1.10
H -5.03 2.96 2.57
H -5.07 4.54 -0.77
H -3.44 4.12 -1.28
H -4.70 2.87 -1.17
H -4.17 5.64 1.23
H -3.21 4.77 2.42
H -2.50 5.17 0.85
H -2.62 2.01 -1.17
H -0.19 1.82 -3.45
H 4.01 2.52 -3.27
H 4.45 2.43 0.36
H 3.86 0.85 0.87
H 5.60 1.16 0.76
H 5.60 2.77 -1.82
H 6.72 1.49 -1.37
H 5.88 1.41 -2.92
H 4.31 -1.22 -0.75
H 5.08 -0.89 -2.31
H 6.01 -0.75 -0.82
H 3.53 4.48 -4.24
H 3.83 3.16 -5.39
H 2.94 4.59 -5.90
H 1.15 4.96 -3.44
H 0.68 5.08 -5.13
H -0.20 4.00 -4.05
H 1.90 1.69 -6.17
H 0.24 2.07 -5.68
H 1.12 3.17 -6.74
H -2.85 2.66 3.04
H 0.76 2.07 3.77
H 0.84 0.81 5.01
H 1.05 0.39 3.30
H -1.45 2.79 4.74
H -2.76 1.61 4.95
H -1.29 1.50 5.92
H -0.90 -1.35 3.63
H -1.06 -0.82 5.31
H -2.46 -0.78 4.22
O -2.49 -6.94 2.81
C -2.40 -6.76 1.59
O -3.00 -7.22 0.61
C -1.39 -5.64 1.21
C -0.67 -4.98 2.21
C 0.11 -3.90 1.85
N 0.12 -3.47 0.58
C -0.41 -4.21 -0.41
C -1.20 -5.30 -0.13
C 0.13 -3.77 -1.71
C -0.16 -4.37 -2.92
C 0.53 -3.96 -4.05
C 1.50 -2.97 -3.93
C 1.72 -2.39 -2.70
N 1.04 -2.77 -1.60
C 1.11 -3.20 2.68
C 1.38 -3.48 4.00
C 2.43 -2.82 4.62
C 3.18 -1.90 3.91
C 2.84 -1.65 2.59
N 1.83 -2.28 1.99
H -0.77 -5.37 3.21
H -1.69 -5.91 -0.87
H -0.90 -5.15 -2.97
H 0.33 -4.41 -5.01
H 2.08 -2.64 -4.78
H 2.44 -1.60 -2.56
H 0.79 -4.22 4.53
H 2.67 -3.03 5.66
H 4.01 -1.38 4.36
H 3.37 -0.92 1.99
C -4.99 -1.37 -0.15
Te -3.42 -2.02 1.14
C -4.38 -3.85 1.67
H -5.19 -2.14 -0.89
H -4.66 -0.46 -0.65
H -5.88 -1.17 0.43
H -5.37 -3.62 2.05
H -3.80 -4.34 2.45
H -4.44 -4.51 0.81

Entry 2:
DFT (wB97M-V/def2-TZVPD) results for a single C6H8 molecule.

Its spin multiplicity is 1. As for the relative energy (zero: lowest compared OMol25 entry of this formula, charge and spin): 261.8 kJ/mol. As for the highest occupied orbital energy: -8.09 eV. The value obtained for the gap between HOMO and LUMO is 7.77 eV. The LUMO energy is -0.3 eV. As for the electronic energy: -233.2873 hartree.

Cartesian coordinates (Å):
C 0.95 -0.39 -1.31
C -0.34 -0.12 -0.51
C -0.47 -1.01 0.75
C -0.32 -0.18 1.99
C -0.31 1.18 1.47
C -0.32 1.23 0.12
H 1.09 0.36 -2.10
H 0.91 -1.38 -1.78
H -1.20 -0.21 -1.19
H 0.22 -1.87 0.76
H -1.47 -1.46 0.83
H 1.82 -0.36 -0.65
H -0.26 2.06 2.11
H -0.30 2.15 -0.48

Entry 3:
DFT (wB97M-V/def2-TZVPD) results for 2 unconnected molecules or ions with the total composition C6H15NO2 in a non-equilibrium geometry.

Its spin multiplicity is 1. As for the relative energy (zero: lowest compared OMol25 entry of this formula, charge and spin): 106.3 kJ/mol. As for the highest occupied orbital energy: -9.12 eV. The value obtained for the gap between HOMO and LUMO is 9.68 eV. The SMILES is CCN(CC)C(C)=O.O. The LUMO energy is 0.6 eV. As for the electronic energy: -442.8407 hartree.

Cartesian coordinates (Å):
O -0.59 2.31 -0.45
C -0.08 1.25 -0.77
N 0.28 0.34 0.18
C 0.29 1.08 -2.22
C 2.45 -0.82 -0.12
C -1.25 0.57 2.06
C 0.95 -0.94 -0.14
C 0.17 0.53 1.65
H -0.43 0.32 -2.57
H 1.31 0.72 -2.43
H 0.13 2.01 -2.78
H 2.74 -0.08 -0.89
H 2.90 -1.79 -0.37
H 2.87 -0.48 0.85
H -1.35 0.39 3.14
H -1.78 -0.23 1.51
H -1.73 1.54 1.82
H 0.62 -1.30 -1.14
H 0.62 -1.68 0.61
H 0.79 -0.29 2.05
H 0.64 1.49 1.96
O -3.45 -1.35 -0.56
H -3.33 -1.83 -1.41
H -2.79 -1.75 0.05

Entry 4:
DFT (wB97M-V/def2-TZVPD) results for 21 unconnected molecules or ions with the total composition C50H77BrClN24OS in a non-equilibrium geometry.

Its spin multiplicity is 1. As for the highest occupied orbital energy: -11.28 eV. The value obtained for the gap between HOMO and LUMO is 8.51 eV. Its total charge is +1. The LUMO energy is -2.8 eV. As for the electronic energy: -6772.7772 hartree.

Cartesian coordinates (Å):
O 2.49 1.47 0.18
C 2.96 0.39 0.27
Br 4.05 -0.41 -1.10
C 2.75 -0.54 1.46
N 1.56 -0.22 2.19
N 1.65 0.44 3.38
C 0.42 0.60 3.86
N -0.46 0.08 3.05
C 0.22 -0.45 2.01
N -0.32 -1.09 0.99
C 0.39 -1.67 -0.15
C 1.05 -3.05 0.15
C 0.47 -4.14 -0.76
S 0.82 -3.71 -2.50
C -1.78 -1.27 1.02
C -2.19 -2.58 1.72
C -2.68 -2.40 3.16
Cl -1.49 -2.98 4.36
H 2.82 -1.58 1.17
H 3.61 -0.37 2.11
H 2.50 0.75 3.82
H 0.19 1.08 4.80
H 1.08 -0.97 -0.61
H -0.37 -1.85 -0.91
H 2.10 -2.95 -0.10
H 0.94 -3.28 1.21
H 1.00 -5.06 -0.54
H -0.60 -4.25 -0.59
H 1.65 -2.67 -2.38
H -2.18 -1.30 0.01
H -2.23 -0.41 1.52
H -3.00 -3.02 1.14
H -1.35 -3.27 1.70
H -2.93 -1.37 3.37
H -3.58 -2.99 3.27
C 5.61 1.47 -4.47
C 5.65 0.05 -4.12
N 5.70 -1.06 -3.84
H 5.05 2.01 -3.70
H 6.61 1.86 -4.52
H 5.12 1.60 -5.43
C -5.50 -1.17 6.51
C -5.53 -1.68 5.14
N -5.59 -2.09 4.07
H -4.48 -1.22 6.90
H -5.82 -0.13 6.51
H -6.16 -1.75 7.14
C 6.14 5.87 -5.08
C 6.41 4.57 -5.69
N 6.61 3.55 -6.17
H 5.40 6.42 -5.66
H 5.76 5.72 -4.07
H 7.06 6.45 -5.03
C 4.88 7.82 -1.26
C 6.07 7.65 -2.08
N 7.02 7.51 -2.72
H 4.90 8.79 -0.79
H 3.99 7.74 -1.88
H 4.85 7.05 -0.49
C 7.58 4.28 -2.16
C 7.17 3.19 -1.28
N 6.85 2.34 -0.59
H 7.87 3.89 -3.13
H 6.76 4.98 -2.29
H 8.43 4.81 -1.73
C -2.40 -2.17 -5.18
C -1.58 -1.31 -4.33
N -0.93 -0.65 -3.66
H -3.41 -1.77 -5.24
H -1.97 -2.22 -6.18
H -2.43 -3.17 -4.76
C 11.68 2.44 -1.71
C 11.05 3.76 -1.79
N 10.55 4.79 -1.85
H 12.45 2.45 -0.95
H 10.93 1.70 -1.46
H 12.12 2.20 -2.67
C -2.87 2.47 0.26
C -4.13 3.16 0.06
N -5.12 3.73 -0.10
H -2.15 2.78 -0.51
H -2.46 2.71 1.24
H -3.02 1.39 0.18
C 11.55 2.54 -6.52
C 12.44 2.89 -5.42
N 13.14 3.16 -4.55
H 10.96 3.42 -6.80
H 12.13 2.21 -7.38
H 10.87 1.74 -6.21
C 7.04 -2.84 -0.46
C 7.00 -3.87 0.57
N 6.95 -4.67 1.40
H 7.13 -3.30 -1.44
H 6.12 -2.26 -0.42
H 7.89 -2.18 -0.29
C -8.68 -2.69 3.84
C -9.94 -2.88 3.13
N -10.93 -3.05 2.58
H -7.95 -2.23 3.17
H -8.83 -2.04 4.70
H -8.29 -3.65 4.17
C -2.50 -6.65 1.11
C -2.34 -6.36 -0.31
N -2.21 -6.14 -1.43
H -3.33 -6.08 1.52
H -2.71 -7.71 1.25
H -1.59 -6.40 1.65
C -9.20 -6.80 3.10
C -8.17 -6.25 3.98
N -7.36 -5.81 4.67
H -9.99 -6.06 2.95
H -8.76 -7.05 2.14
H -9.63 -7.69 3.55
C -6.80 2.65 8.80
C -6.62 1.21 8.97
N -6.48 0.08 9.10
H -7.37 3.05 9.63
H -5.83 3.14 8.76
H -7.34 2.85 7.87
C -6.76 5.83 -2.63
C -6.22 6.77 -3.60
N -5.78 7.51 -4.37
H -5.96 5.27 -2.16
H -7.32 6.37 -1.86
H -7.43 5.14 -3.13
C 7.56 -7.68 0.21
C 7.37 -8.34 -1.08
N 7.23 -8.86 -2.09
H 8.59 -7.79 0.54
H 7.33 -6.62 0.13
H 6.90 -8.13 0.95
C -5.64 -6.81 -2.98
C -5.58 -7.55 -1.73
N -5.52 -8.14 -0.75
H -6.63 -6.38 -3.11
H -4.90 -6.01 -2.97
H -5.43 -7.47 -3.82
C -4.66 7.22 -0.07
C -3.82 8.00 0.83
N -3.15 8.60 1.55
H -5.63 7.69 -0.19
H -4.18 7.14 -1.05
H -4.80 6.22 0.34
C -9.07 7.02 -6.70
C -9.14 6.23 -5.47
N -9.21 5.61 -4.51
H -10.02 7.50 -6.88
H -8.29 7.78 -6.59
H -8.82 6.37 -7.54
C 0.15 -2.66 8.01
C -1.11 -1.96 7.80
N -2.11 -1.42 7.64
H 0.86 -2.37 7.23
H 0.56 -2.40 8.98
H -0.01 -3.73 7.96